{"formula": "C12H18AsCaF9N2O14", "method": "the ωB97M-V functional and the def2-TZVPD basis", "homo_lumo_gap_ev": 4.890, "de_lowest_kj_mol": 0.0, "e_lumo_ev": 3.48, "total_charge": -2, "e_tot_ev": -148114.22566, "elements": ["Ca", "As", "F", "F", "F", "F", "F", "F", "C", "O", "O", "C", "F", "F", "F", "C", "C", "H", "H", "H", "H", "H", "H", "N", "O", "O", "O", "N", "O", "O", "O", "C", "C", "C", "O", "C", "O", "O", "H", "H", "H", "H", "H", "H", "C", "C", "C", "O", "C", "O", "O", "H", "H", "H", "H", "H", "H"], "coordinates": [[21.03282, -5.73330, -13.96014], [19.08926, -8.87293, -12.75958], [19.97347, -10.06607, -13.61602], [17.95138, -10.01436, -11.97612], [18.43724, -7.45977, -11.77428], [20.23942, -7.66942, -13.44149], [17.94122, -8.53848, -14.03351], [20.13354, -9.24006, -11.36511], [22.08004, -5.43366, -11.08703], [22.69667, -5.28673, -12.36782], [20.69109, -5.61021, -11.54804], [22.71894, -6.50347, -10.10224], [22.14005, -6.46594, -8.89691], [22.71829, -7.75248, -10.49970], [24.01500, -6.22611, -9.77720], [23.92631, -4.67669, -12.47478], [25.12519, -5.48597, -12.75631], [25.94423, -4.77469, -12.86286], [25.39865, -6.15735, -11.94232], [25.15273, -6.03431, -13.69794], [24.24541, -3.96141, -11.71673], [23.97769, -4.08696, -13.39003], [22.17007, -4.47362, -10.57877], [17.57757, -5.19890, -14.24143], [16.89305, -4.34576, -14.81591], [17.45799, -5.31701, -13.00808], [18.69520, -5.76705, -14.65205], [20.24964, -2.45320, -14.70120], [19.08884, -2.45300, -14.94373], [20.73406, -1.33710, -14.47290], [20.81031, -3.54710, -14.52884], [22.69101, -11.62729, -15.55154], [23.42761, -10.56916, -14.65619], [24.82642, -10.00195, -14.98900], [24.56733, -8.67591, -14.63194], [23.33760, -8.36695, -14.49351], [22.92555, -7.18797, -14.35055], [22.65668, -9.48931, -14.40556], [21.75941, -12.07872, -15.21032], [23.27328, -12.54515, -15.47033], [22.68262, -11.35362, -16.60659], [23.54109, -11.03095, -13.67538], [25.27215, -10.23282, -15.95654], [25.60786, -10.46532, -14.38672], [21.43523, -6.45172, -21.01447], [21.51216, -5.59277, -19.73900], [20.34508, -4.72432, -19.37759], [20.30006, -4.90807, -17.99661], [21.11027, -5.91628, -17.55603], [21.24813, -6.06494, -16.34251], [21.73340, -6.40814, -18.57969], [22.23046, -7.19418, -20.94766], [21.46008, -5.73436, -21.83476], [20.46445, -6.91593, -20.84072], [22.29591, -4.83831, -19.80706], [19.43277, -5.12445, -19.81997], [20.49518, -3.65474, -19.52445]], "atomic_forces_ev_per_a": [[-1.9, 0.9, 0.9], [-1.6, 3.2, 3.7], [-0.3, -0.7, -0.7], [0.5, 0.4, -1.1], [0.7, -2.7, -1.4], [-0.3, -1.8, 0.1], [0.8, -0.8, 0.5], [0.0, 0.3, -0.9], [-5.1, 0.1, -1.8], [1.7, -0.5, 0.7], [4.2, -0.3, 2.2], [-0.4, 0.8, -0.3], [-1.0, 0.2, 0.2], [-0.2, -0.9, -0.7], [0.9, 0.5, -0.6], [1.2, 1.5, -1.5], [1.8, -1.6, 0.4], [0.2, 0.2, 0.2], [0.0, -0.2, 0.0], [-0.6, -0.1, 0.1], [-0.9, -0.1, 0.7], [-1.2, 0.7, -0.2], [0.3, 0.2, 0.5], [3.1, 1.4, 3.9], [0.1, -1.5, -1.8], [-1.4, -0.3, -0.4], [-1.8, 0.7, -2.1], [-1.3, 1.5, 1.6], [-3.6, -0.8, -1.7], [3.0, 0.4, 0.1], [2.6, -0.7, -0.1], [1.6, -0.2, 0.2], [0.0, -3.9, 0.4], [-0.6, -1.7, 0.2], [5.2, 1.4, -1.3], [-3.5, 4.0, 1.5], [1.6, -4.5, -0.8], [-3.0, 2.4, -0.5], [-0.5, 1.3, 0.3], [0.8, 0.0, -0.3], [-0.3, 0.1, 0.1], [0.0, -0.5, 0.1], [-0.8, 1.0, -0.9], [-0.3, 0.4, 0.9], [-0.5, 0.8, 2.3], [1.5, 0.8, -1.1], [-0.8, -0.8, 0.3], [-0.5, -0.2, 1.7], [-1.5, 3.3, 4.0], [0.3, -1.0, -3.8], [1.3, -1.7, -1.2], [0.0, 0.2, -0.6], [0.0, -0.6, -0.3], [-0.1, -0.4, -0.9], [0.9, -0.6, 0.1], [-0.4, 0.4, -0.1], [-0.1, -0.2, -0.5]]}

=====

{"formula": "C12H18Cl2NO2SSiTa", "method": "the ωB97M-V functional and the def2-TZVPD basis", "homo_lumo_gap_ev": 6.527, "de_lowest_kj_mol": 14.6, "e_lumo_ev": -8.48, "total_charge": 2, "e_tot_ev": -63619.40152, "elements": ["Ta", "N", "C", "O", "C", "C", "H", "H", "H", "H", "H", "H", "Cl", "C", "C", "C", "C", "C", "Cl", "C", "S", "H", "H", "H", "C", "Si", "C", "C", "O", "H", "H", "H", "H", "H", "H", "H", "H", "H"], "coordinates": [[-0.70131, -0.28431, -0.44277], [-3.82490, -2.78769, -1.35523], [-2.64758, -2.24976, -1.30872], [-2.41039, -1.33904, -0.40657], [-1.49925, -2.59213, -2.19852], [-0.60356, -1.34124, -2.30469], [-4.54279, -2.51330, -0.69495], [-4.04957, -3.48759, -2.04973], [-1.83482, -2.98090, -3.16104], [-0.97745, -3.41769, -1.69987], [-0.97979, -0.68770, -3.09575], [0.42259, -1.60213, -2.56326], [-0.99895, 1.45610, 1.58987], [-0.79031, 3.02324, 0.76096], [-0.61879, 4.12154, 1.56654], [-0.42284, 5.34550, 0.93194], [-0.39345, 5.43113, -0.44763], [-0.56753, 4.29452, -1.22805], [-0.52988, 4.43816, -2.93899], [-0.77835, 3.04925, -0.63141], [-1.13705, 1.65259, -1.65287], [-0.63907, 4.03880, 2.64354], [-0.28981, 6.23661, 1.52986], [-0.23571, 6.38005, -0.94065], [0.82878, -2.28941, 2.42835], [2.06266, -1.55906, 1.25516], [2.84305, -2.76310, 0.10122], [3.19999, -0.32091, 1.99633], [0.95125, -0.60306, 0.18494], [1.30921, -2.84894, 3.23467], [0.16750, -2.99895, 1.92009], [0.22681, -1.51843, 2.91819], [3.70675, -3.22427, 0.58770], [3.21621, -2.28065, -0.80423], [2.16186, -3.56696, -0.18464], [4.06632, -0.83720, 2.41860], [2.72953, 0.25244, 2.79593], [3.58062, 0.37453, 1.24570]], "atomic_forces_ev_per_a": [[0.0, 0.6, -0.3], [0.1, 0.0, -0.1], [-0.1, 0.2, 0.3], [0.1, -0.4, 0.1], [-0.1, -0.1, -0.1], [0.0, -0.2, -0.2], [0.0, 0.0, 0.0], [0.0, 0.0, 0.0], [0.0, 0.0, 0.0], [0.0, 0.0, 0.0], [0.0, -0.1, -0.1], [0.0, 0.0, -0.1], [-0.3, 0.2, 0.0], [0.0, -0.4, 0.1], [0.0, 0.1, -0.2], [0.0, 0.0, 0.1], [0.0, 0.0, 0.0], [0.0, 0.1, -0.1], [0.0, 0.0, 0.0], [0.0, 0.1, 0.1], [0.2, 0.2, 0.1], [0.0, 0.0, 0.0], [0.0, 0.0, 0.0], [0.0, 0.0, 0.0], [-0.1, -0.1, 0.1], [-0.1, 0.3, -0.2], [0.1, -0.1, -0.1], [0.1, 0.1, 0.0], [0.2, -0.5, 0.5], [0.1, 0.0, -0.1], [0.0, 0.0, 0.0], [0.0, 0.0, 0.0], [0.0, 0.0, 0.0], [0.0, 0.0, 0.0], [0.0, 0.0, 0.0], [0.0, 0.0, 0.0], [0.0, 0.0, 0.0], [0.0, 0.0, 0.0]]}

=====

{"formula": "C12H18ClIN2O3PRe", "method": "the ωB97M-V functional and the def2-TZVPD basis", "homo_lumo_gap_ev": [4.533, 3.685], "e_lumo_ev": [-12.90, -13.74], "spin_multiplicity": 4, "total_charge": 3, "e_tot_ev": -53870.65924, "elements": ["C", "C", "H", "H", "H", "O", "I", "Re", "P", "C", "C", "H", "H", "H", "C", "H", "H", "H", "H", "H", "H", "C", "O", "Cl", "N", "C", "O", "C", "C", "C", "C", "N", "C", "H", "H", "H", "H", "H", "H"], "coordinates": [[-3.69141, -3.48467, -1.94971], [-2.46500, -3.28928, -2.67749], [-4.23932, -4.36194, -2.33662], [-4.30379, -2.57174, -2.05403], [-3.44378, -3.63676, -0.88217], [-1.81825, -3.52197, -3.63015], [-0.90296, -2.11756, -0.81485], [-0.05129, 0.11273, -0.45355], [-0.71785, 1.48970, -2.04872], [0.52456, 2.08372, -3.25058], [-2.07566, 0.88314, -3.09792], [-1.99376, 3.04938, -0.67320], [-2.03375, 3.51273, -2.41040], [-0.57116, 3.84476, -1.42602], [-1.39894, 3.14528, -1.59001], [-2.87415, 0.49661, -2.45324], [-2.43973, 1.72736, -3.69377], [0.02925, 2.65530, -4.04343], [1.05414, 1.22774, -3.67890], [-1.68846, 0.08877, -3.74268], [1.23418, 2.72948, -2.72015], [1.66561, -0.13368, -1.32433], [2.69069, -0.31695, -1.85936], [-1.74616, 1.04662, 0.95701], [2.84787, 0.98773, 5.60528], [2.04358, 1.19770, 4.51383], [1.47905, 2.27592, 4.33584], [1.87580, 0.04073, 3.57486], [2.37093, -1.26080, 3.76002], [2.28124, -2.14704, 2.69239], [1.71623, -1.72168, 1.48182], [1.08585, -0.53563, 1.37083], [1.17360, 0.33443, 2.39493], [3.04437, 1.78589, 6.19811], [3.48171, 0.20786, 5.64807], [2.81606, -1.58992, 4.69839], [2.64535, -3.16736, 2.74404], [1.72566, -2.35674, 0.59451], [0.66969, 1.29012, 2.24133]], "atomic_forces_ev_per_a": [[-0.4, 0.4, 1.4], [2.0, -2.7, -6.3], [0.4, 0.2, -0.2], [0.1, -0.2, 0.1], [-0.4, 0.0, -0.4], [-2.6, 1.6, 4.8], [-0.3, -1.9, -0.2], [-1.4, 0.8, 7.6], [-1.8, 4.5, -4.8], [0.4, -0.7, 0.3], [0.0, -0.8, 0.2], [0.1, 0.3, -0.3], [0.3, -0.3, 0.1], [-0.2, -0.1, 0.1], [0.0, -0.1, 1.0], [0.0, 0.1, -0.3], [0.1, -0.2, 0.1], [0.0, -0.1, 0.2], [0.0, 0.3, -0.2], [-0.2, 0.1, -0.1], [0.0, -0.1, -0.2], [6.9, -1.3, -4.0], [-4.7, 1.0, 2.6], [1.6, -0.9, -1.3], [-0.5, -0.1, -1.1], [0.2, 1.8, 1.9], [0.3, -1.6, -0.5], [-0.4, -0.2, -0.9], [-0.3, 0.5, -0.3], [-0.3, 0.1, -1.1], [0.2, -0.7, 0.7], [0.1, 0.2, -0.3], [0.3, 0.1, 0.3], [-0.1, -0.1, -0.1], [0.0, 0.1, 0.2], [-0.1, 0.1, -0.2], [0.1, 0.2, 0.1], [0.0, 0.0, 0.4], [0.3, -0.1, 0.5]]}